# 1
{"formula": "C26H41AuN4O6P2S", "method": "ωB97M-V/def2-TZVPD", "multiplicity": 3, "s2": 2.03, "e_above_lowest_kj_mol": 25.1, "total_energy_ha": -2902.04995, "total_charge": 2, "symbols": ["Au", "N", "C", "S", "N", "N", "C", "C", "C", "C", "C", "C", "C", "C", "C", "C", "C", "C", "N", "H", "H", "H", "H", "H", "H", "H", "H", "H", "H", "H", "C", "C", "C", "O", "P", "O", "C", "P", "O", "O", "C", "C", "C", "O", "C", "C", "C", "O", "C", "C", "C", "H", "H", "H", "H", "H", "H", "H", "H", "H", "H", "H", "H", "H", "H", "H", "H", "H", "H", "H", "H", "H", "H", "H", "H", "H", "H", "H", "H", "H", "H"], "positions_angstrom": [[0.52650, -0.05933, -0.41733], [2.82599, -0.07661, 3.28814], [2.22720, -0.08330, 2.11087], [0.54347, -0.11982, 1.96504], [3.15775, -0.03791, 1.06664], [2.64040, -0.13781, -0.11678], [3.42132, -0.07067, -1.19699], [4.86805, 0.01779, -1.12281], [5.59835, -0.84178, -0.28884], [6.97464, -0.74677, -0.24004], [7.63266, 0.22812, -0.98192], [6.91623, 1.10090, -1.79328], [5.54304, 0.98707, -1.88264], [2.70302, -0.08460, -2.48350], [3.37458, -0.26831, -3.68449], [2.65816, -0.23806, -4.87588], [1.29326, -0.04390, -4.83179], [0.67288, 0.07762, -3.59084], [1.35488, 0.05474, -2.45696], [2.29580, -0.08842, 4.14571], [3.83356, -0.03117, 3.33115], [5.08745, -1.60662, 0.27875], [7.54003, -1.43109, 0.37685], [8.70985, 0.30827, -0.92681], [7.43106, 1.86856, -2.35363], [4.98362, 1.67764, -2.50003], [4.43918, -0.44636, -3.68616], [3.16942, -0.37257, -5.81916], [0.69608, -0.01037, -5.73218], [-0.39985, 0.19516, -3.51150], [-5.85965, -2.52492, -0.53939], [-4.78432, -2.94991, -1.51451], [-4.83538, -4.42634, -1.83436], [-3.48165, -2.67177, -0.88446], [-2.45956, -1.60753, -1.40230], [-1.32368, -1.52548, -0.45238], [-3.36876, -0.06406, -1.63604], [-2.46041, 1.49173, -1.48398], [-1.26311, 1.41224, -0.60638], [-2.14102, 1.81281, -2.99895], [-1.74066, 3.15295, -3.45921], [-0.33033, 3.48127, -3.01285], [-1.90158, 3.13257, -4.96005], [-3.40169, 2.59013, -0.91773], [-4.76153, 3.05671, -1.23572], [-5.19059, 2.71211, -2.64568], [-5.69599, 2.52334, -0.17378], [-2.05193, -1.97333, -2.88642], [-1.48196, -3.30433, -3.17573], [0.02538, -3.26273, -3.04192], [-1.95393, -3.67523, -4.56070], [-6.84332, -2.71295, -0.96856], [-5.79226, -1.46414, -0.29731], [-5.77054, -3.09333, 0.38567], [-4.84368, -2.36304, -2.43657], [-4.69311, -5.00990, -0.92524], [-4.07403, -4.70981, -2.55907], [-5.80920, -4.67586, -2.25441], [-4.14656, -0.04624, -0.86874], [-3.86438, -0.08660, -2.60710], [-2.44587, 3.85558, -3.01029], [0.38243, 2.79607, -3.47427], [-0.22817, 3.42908, -1.93030], [-0.07962, 4.49159, -3.33510], [-1.22308, 2.40030, -5.40149], [-1.65814, 4.11209, -5.36977], [-2.92086, 2.87992, -5.24987], [-4.66532, 4.13772, -1.13535], [-5.31494, 1.63723, -2.78169], [-4.49229, 3.09043, -3.39171], [-6.15895, 3.17577, -2.83276], [-5.82976, 1.44392, -0.26830], [-6.67517, 2.98866, -0.28379], [-5.31766, 2.74860, 0.82101], [-1.89440, -3.99217, -2.43542], [0.45824, -2.60592, -3.79678], [0.42777, -4.26358, -3.19876], [0.31943, -2.92679, -2.04756], [-1.57581, -2.96299, -5.29522], [-3.04159, -3.68661, -4.61715], [-1.58570, -4.66665, -4.82283]]}

# 2
{"formula": "C43H79N9O9", "method": "ωB97M-V/def2-TZVPD", "e_above_lowest_kj_mol": 247.6, "total_energy_ha": -2855.70273, "total_charge": 0, "symbols": ["C", "C", "O", "C", "H", "H", "H", "H", "H", "H", "C", "C", "O", "C", "H", "H", "H", "H", "H", "H", "C", "C", "O", "C", "H", "H", "H", "H", "H", "H", "C", "C", "O", "C", "H", "H", "H", "H", "H", "H", "C", "C", "O", "N", "C", "H", "H", "H", "H", "H", "H", "H", "C", "C", "O", "N", "C", "H", "H", "H", "H", "H", "H", "H", "C", "C", "O", "N", "C", "H", "H", "H", "H", "H", "H", "H", "C", "C", "O", "N", "C", "H", "H", "H", "H", "H", "H", "H", "C", "C", "O", "N", "C", "H", "H", "H", "H", "H", "H", "H", "N", "C", "C", "C", "C", "H", "H", "H", "H", "H", "N", "C", "C", "C", "C", "H", "H", "H", "H", "H", "N", "C", "C", "C", "C", "H", "H", "H", "H", "H", "N", "C", "C", "C", "C", "H", "H", "H", "H", "H"], "positions_angstrom": [[-4.55018, -3.36344, -4.16596], [-4.06616, -1.86686, -3.92517], [-4.29599, -1.18015, -2.93618], [-3.24150, -1.34023, -5.10043], [-3.73507, -4.07923, -4.27242], [-5.10004, -3.36678, -5.10711], [-5.16492, -3.63482, -3.30774], [-2.96676, -2.31340, -5.50732], [-2.26894, -0.97731, -4.76797], [-3.82928, -0.78770, -5.83345], [-0.57125, 3.47586, 4.96725], [0.47540, 2.91220, 4.02158], [1.35086, 3.67101, 3.65411], [0.37954, 1.48226, 3.63995], [-1.26157, 4.19451, 4.52555], [-0.04593, 4.00662, 5.76125], [-1.29353, 2.75106, 5.34286], [1.04719, 1.00877, 4.35979], [0.69693, 1.25310, 2.62268], [-0.63542, 1.20055, 3.92029], [-1.43709, -3.79271, 6.56139], [-2.25899, -4.41756, 5.46820], [-3.03287, -5.34105, 5.65901], [-2.01429, -3.84419, 4.04453], [-1.65922, -2.73299, 6.68683], [-0.37445, -4.00146, 6.43764], [-1.74261, -4.03678, 7.57882], [-1.97719, -2.77384, 3.84188], [-2.39675, -4.41284, 3.19690], [-0.95743, -3.94713, 3.79844], [3.67106, 2.24833, 1.28783], [4.80494, 1.22162, 1.33962], [5.75811, 1.07873, 0.51034], [4.89980, 0.29180, 2.58324], [3.84248, 2.79378, 0.35981], [3.66056, 2.97797, 2.09754], [2.73170, 1.69556, 1.27580], [4.89049, 0.72997, 3.58124], [5.87315, -0.19682, 2.53933], [4.27401, -0.60008, 2.55084], [-4.73784, 2.09943, -2.71193], [-3.82487, 2.26920, -3.84019], [-2.64857, 1.92724, -3.77894], [-4.36027, 2.90183, -4.91388], [-3.64421, 2.98663, -6.23572], [-5.34111, 2.97249, -2.46304], [-4.03638, 2.04854, -1.87919], [-5.37945, 1.22558, -2.59874], [-5.24366, 3.39133, -4.90318], [-4.37729, 3.21264, -7.01008], [-3.19575, 2.08310, -6.64877], [-2.96862, 3.83299, -6.11178], [-3.79464, -3.89819, -0.39887], [-2.44944, -4.62459, -0.19407], [-1.37527, -4.31159, -0.78260], [-2.56955, -5.64373, 0.61900], [-1.56648, -6.58387, 1.09647], [-3.78575, -3.48212, -1.40630], [-3.83252, -3.12070, 0.36413], [-4.69636, -4.49727, -0.27187], [-3.49193, -5.79587, 1.00133], [-0.62663, -6.03358, 1.14106], [-1.58697, -7.50029, 0.50668], [-1.80088, -6.91156, 2.10927], [-0.49779, 0.64645, -1.88714], [0.15736, -0.02638, -0.66015], [1.03391, 0.60889, -0.07559], [-0.39596, -1.16570, -0.34492], [0.04179, -1.94212, 0.84074], [-1.27207, 0.05462, -2.37531], [0.19044, 0.87904, -2.69976], [-0.96080, 1.57342, -1.54885], [-1.17861, -1.52008, -0.87593], [0.89279, -1.42000, 1.27808], [0.21908, -2.99193, 0.60715], [-0.78521, -2.02992, 1.54534], [0.12843, 2.61648, -4.69230], [1.37556, 3.28743, -5.07299], [1.72191, 3.28837, -6.25771], [2.06168, 3.86385, -4.07499], [3.31978, 4.58762, -4.34315], [-0.23463, 2.68223, -3.66664], [0.26891, 1.53585, -4.71665], [-0.63072, 2.83616, -5.44298], [1.53351, 4.18345, -3.27562], [4.21304, 3.99761, -4.54828], [3.56575, 5.10394, -3.41524], [3.23396, 5.23312, -5.21727], [2.50761, -2.38813, 3.99689], [1.40541, -1.68681, 4.73592], [0.27015, -1.62748, 4.28064], [1.84183, -1.08019, 5.83223], [1.03503, -0.18519, 6.76123], [2.19285, -3.32952, 3.54654], [3.37953, -2.53941, 4.63326], [2.90993, -1.71743, 3.23767], [2.75205, -1.39826, 6.13296], [0.24659, -0.76493, 7.24119], [0.48511, 0.52014, 6.13816], [1.53513, 0.03699, 7.70390], [4.01066, 0.89365, -2.20160], [4.80154, 1.55948, -3.01556], [4.53242, 1.24016, -4.38210], [3.48899, 0.36198, -4.40599], [3.10952, 0.21668, -3.06400], [4.20493, 0.70429, -1.22872], [5.56817, 2.20832, -2.61847], [5.07204, 1.59946, -5.24588], [3.05800, -0.08523, -5.28953], [2.40784, -0.45219, -2.58789], [5.74669, -4.27374, 1.37718], [4.43765, -3.85349, 1.29708], [4.27884, -2.68456, 0.65865], [5.55754, -2.32007, 0.32994], [6.47841, -3.23094, 0.92091], [6.10829, -5.06869, 1.88451], [3.69880, -4.53118, 1.69866], [3.37661, -2.13611, 0.43154], [5.79713, -1.34722, -0.07325], [7.55074, -3.24582, 1.04859], [-4.75124, -0.39920, -0.07753], [-3.56463, 0.17704, 0.29942], [-3.41723, 0.19078, 1.60894], [-4.56114, -0.44078, 2.10796], [-5.37627, -0.72769, 1.04480], [-5.13274, -0.49941, -1.00733], [-2.83551, 0.50778, -0.42543], [-2.58004, 0.56655, 2.17842], [-4.83228, -0.62709, 3.13663], [-6.32709, -1.23690, 0.98968], [1.23085, 7.03000, -0.35690], [0.24908, 7.29757, -1.31436], [-0.39226, 6.10084, -1.55414], [0.33346, 5.14870, -0.88518], [1.27874, 5.67671, -0.11284], [1.96639, 7.69867, -0.17815], [0.19429, 8.20987, -1.88978], [-1.20431, 6.08527, -2.26599], [-0.04894, 4.13872, -0.89604], [1.77843, 5.29168, 0.76378]]}